Run a
The following is a DFT calculation (ωB97M-V/def2-TZVPD) of C2H3N3 in the gas phase.

HOMO   -10.65 eV
LUMO   0.9 eV
Orbital gap   11.58 eV

Positions of all 8 atoms, in Å:
C: 1.2071 -0.0074 0.0555
N: 0.5917 1.1350 0.1377
N: 0.3996 -1.1305 0.0214
H: -1.7398 -1.1109 0.1648
H: -1.2207 1.0184 -0.6655
N: -0.7402 0.7678 0.1976
C: -0.7800 -0.6070 0.1232
H: 2.2823 -0.0654 -0.0347


Run b
The following is a DFT calculation (ωB97M-V/def2-TZVPD) of C2H3N3 in the gas phase.

HOMO   -9.97 eV
LUMO   1.2 eV
Orbital gap   11.18 eV

Positions of all 8 atoms, in Å:
C: -0.0903 -0.2968 1.0476
N: -0.4425 0.8392 -0.6658
N: 0.6428 0.2090 -0.9856
N: -0.9199 0.6114 0.5442
C: 0.9106 -0.5772 0.0648
H: -0.2567 -0.6216 2.0729
H: -0.8830 1.4194 -1.3559
H: 1.1645 -1.3699 -0.6302


Run c
The following is a DFT calculation (ωB97M-V/def2-TZVPD) of C2H3N3 in the gas phase.

HOMO   -10.03 eV
LUMO   0.9 eV
Orbital gap   10.97 eV

Positions of all 8 atoms, in Å:
N: -0.7359 1.0326 0.0628
H: -2.3121 -0.5646 0.0740
H: 1.8985 -0.9233 0.0469
C: 0.8598 -0.5062 0.0418
H: 1.1578 1.6102 -0.0853
N: -0.2134 -1.2159 -0.0134
C: -1.2057 -0.2263 -0.0702
N: 0.5511 0.7934 -0.0566


Run d
The following is a DFT calculation (ωB97M-V/def2-TZVPD) of C2H3N3 in the gas phase.

HOMO   -8.69 eV
LUMO   -0.7 eV
Orbital gap   8.03 eV

Positions of all 8 atoms, in Å:
N: -0.8556 -0.0487 0.2114
C: 1.2842 -0.4244 -0.5600
H: -1.7504 0.2841 0.5431
N: -0.7271 -1.2920 -0.0872
H: 0.8586 0.8683 0.9777
N: 0.5001 -1.5508 -0.5216
H: 0.2952 1.5719 -0.5636
C: 0.3967 0.6440 0.0046


The most stable arrangement is run c, and the next structure is 5.9 kcal/mol less stable.


Run a
The following is a DFT calculation (ωB97M-V/def2-TZVPD) of C2H3N3 in the gas phase.

HOMO   -9.93 eV
LUMO   0.9 eV
Orbital gap   10.79 eV

Positions of all 8 atoms, in Å:
N: -0.8520 -1.2380 -0.0055
H: 0.3663 1.8023 -0.0194
N: 0.4295 -1.4381 -0.0016
H: 2.0474 -0.2220 0.0298
C: 0.1364 0.7546 -0.0054
C: -1.0742 0.0973 0.0138
H: -2.0816 0.4980 -0.0104
N: 1.0283 -0.2541 -0.0014


Run b
The following is a DFT calculation (ωB97M-V/def2-TZVPD) of 2 unconnected molecules or ions with the total composition C2H3N3.

HOMO (spin up / spin down)   -10.06 / -10.06 eV
LUMO (spin up / spin down)   -2.3 / -2.3 eV
Orbital gap (spin up / spin down)   7.80 / 7.80 eV

Positions of all 8 atoms, in Å:
C: -1.6362 -0.1936 0.1936
N: 0.1566 -0.4523 1.1559
H: 1.5753 0.7137 -1.5016
N: 0.7445 0.4497 -0.9899
H: 1.8425 -0.1738 0.7595
N: -2.5421 -0.5169 0.8398
C: 0.8751 -0.0178 0.1991
H: -1.0158 0.1911 -0.6564


The most stable arrangement is run a, and the next structure is 90.5 kcal/mol less stable.


Run a
The following is a DFT calculation (ωB97M-V/def2-TZVPD) of 2 unconnected molecules or ions with the total composition C2H5S.

Net charge   -1
HOMO   -2.46 eV
LUMO   4.0 eV
Orbital gap   6.50 eV

Positions of all 8 atoms, in Å:
C: -0.9232 -1.3725 0.8181
H: -0.6108 -0.8167 -0.1509
H: 0.8897 -2.4273 1.1294
C: -0.1716 -2.4496 1.3003
H: 1.6951 1.3812 -0.5699
S: 0.4404 1.8157 -1.0193
H: -1.8299 -0.9551 1.4182
H: -0.6212 -3.3001 1.7728


Run b
The following is a DFT calculation (ωB97M-V/def2-TZVPD) of 2 unconnected molecules or ions with the total composition C2H5S.

Net charge   -1
HOMO   -2.27 eV
LUMO   3.5 eV
Orbital gap   5.73 eV

Positions of all 8 atoms, in Å:
C: -1.3826 -0.0593 -0.7606
H: -1.7791 1.7135 -1.8903
S: 3.3937 -1.4990 3.0217
H: -1.5813 -0.5892 -1.6899
H: -0.5765 1.8614 -0.4975
C: -1.3121 1.2437 -1.0258
H: -1.2549 -0.5476 0.1874
H: 4.4927 -2.1235 2.6552


Run c
The following is a DFT calculation (ωB97M-V/def2-TZVPD) of 2 unconnected molecules or ions with the total composition C2H5S.

Net charge   -1
HOMO   -2.50 eV
LUMO   3.9 eV
Orbital gap   6.43 eV

Positions of all 8 atoms, in Å:
H: -0.3714 1.3016 2.9897
S: 0.4707 -1.6088 -1.4493
H: -0.3674 3.1388 2.2986
H: -1.0946 1.9848 0.0571
H: -0.3052 0.4421 0.5906
H: 1.6810 -1.9287 -0.7990
C: -0.6038 1.9613 2.1058
C: -0.5750 1.5057 0.9027


The most stable arrangement is run b, and the next structure is 2.3 kcal/mol less stable.


Run a
The following is a DFT calculation (ωB97M-V/def2-TZVPD) of 8 unconnected molecules or ions with the total composition H18NO7.

Net charge   +1
HOMO   -14.73 eV
LUMO   -2.9 eV
Orbital gap   11.79 eV

Positions of all 26 atoms, in Å:
H: -0.9298 -0.3010 -0.5020
H: -3.0028 2.8870 0.1780
H: -0.8018 -0.3760 3.7470
O: 2.3082 1.8870 -0.6250
H: 2.3862 2.4250 -1.4100
H: 0.2552 -0.2910 2.8220
H: -2.3388 -2.8970 -1.5030
H: 0.5252 -0.6020 -2.9210
H: -1.2968 0.3340 1.0180
H: 2.0172 0.9450 2.4770
O: 1.0602 -2.5010 -0.0370
O: -2.1678 -2.2170 -2.1840
O: 0.1232 0.1790 -2.6550
O: -0.5888 -0.7880 2.9810
H: 0.2572 -0.3320 0.7080
H: 1.0502 -2.6590 -0.9780
H: 0.9952 -3.2830 0.3780
H: 2.8622 1.2600 -0.6240
O: 2.0432 0.0130 2.2600
H: -0.3768 1.2360 0.0030
H: 2.5832 -0.2120 1.5290
O: -2.2158 2.7580 0.6280
H: -2.9418 -2.0710 -2.6780
H: -1.8348 3.5130 0.3280
H: 0.6472 0.9160 -3.1710
N: -0.6188 0.1780 0.2320


Run b
The following is a DFT calculation (ωB97M-V/def2-TZVPD) of 8 unconnected molecules or ions with the total composition H18NO7.

Net charge   +1
HOMO   -14.97 eV
LUMO   -3.1 eV
Orbital gap   11.82 eV

Positions of all 26 atoms, in Å:
H: 14.6560 24.9430 14.6360
O: 10.5210 26.4530 14.0610
N: 14.2440 25.6540 14.1320
H: 16.0960 23.7260 11.2500
H: 14.9530 24.4950 10.5890
H: 10.2350 25.7380 13.4480
O: 15.4110 24.4300 11.4660
H: 14.0790 25.6840 13.2410
H: 12.0730 26.0970 16.8820
H: 16.1140 26.0930 17.0370
H: 14.7900 22.2100 14.2830
H: 16.6750 27.5720 13.2770
H: 15.3280 25.0330 17.6180
H: 13.3470 25.8060 14.4780
O: 14.1470 22.4140 14.8380
H: 14.1880 22.1060 15.6830
O: 12.9630 26.2530 17.0970
O: 16.0070 25.1080 16.9670
H: 13.2190 25.6030 17.6940
H: 16.8130 26.6670 12.2430
H: 11.7460 26.0750 11.6030
H: 10.1750 26.2360 14.9450
H: 14.7850 26.4270 14.4170
O: 16.3670 27.4390 12.4910
H: 11.7110 24.6160 11.1570
O: 12.2220 25.4680 11.2710


The most stable arrangement is run a, and the next structure is 19.8 kcal/mol less stable.